Molecular formula: C18H36O6
Method: DFT, ωB97M-V/def2-TZVPD

The value obtained for the energy above the lowest of the compared OMol25 structures with the same formula, charge and spin is 1.824 eV. The SMILES is CC(C)=O.CC(C)=O.CC(C)=O.CC(C)=O.CC(C)=O.CC(C)=O. As for the molecular weight: 348.48 g mol⁻¹. The HOMO-LUMO gap is 0.360 Ha. The total energy comes out at -1158.800348 Ha.

Geometry as XYZ:
```
60
C18H36O6, DFT ωB97M-V/def2-TZVPD
C -3.25795 3.85791 -5.34168
C -2.70112 4.25296 -4.02237
C -2.37582 3.09710 -3.09426
O -2.50887 5.43075 -3.78889
H -2.54640 3.38536 -6.01881
H -3.68443 4.68988 -5.90206
H -4.13732 3.22552 -5.21965
H -2.03072 3.42104 -2.11238
H -1.74444 2.40862 -3.65590
H -3.24967 2.45521 -2.98264
C 0.53392 -0.65776 0.33891
C 0.68158 -0.03019 -1.05003
C -0.64431 0.46789 -1.59873
O 1.64798 -0.05561 -1.72679
H -0.14047 -0.09768 0.98668
H 1.56748 -0.67950 0.68442
H 0.14707 -1.65308 0.12033
H -1.00896 0.96080 -0.69752
H -1.30694 -0.33402 -1.92425
H -0.71341 1.23815 -2.36686
C 2.22498 2.92695 4.09953
C 1.18346 2.33013 3.17419
C 1.28690 2.68104 1.71707
O 0.26323 1.53563 3.60044
H 3.17831 2.49889 3.78967
H 1.98418 2.83501 5.15862
H 2.33709 3.99773 3.92938
H 1.52130 1.78997 1.13469
H 2.09561 3.39814 1.57614
H 0.36363 3.04456 1.26593
C 1.74563 -1.33476 4.16657
C 0.98376 -1.50320 5.43472
C 1.65977 -1.07480 6.64847
O -0.19799 -1.87334 5.31829
H 1.07515 -0.79749 3.49582
H 1.98156 -2.24848 3.62108
H 2.64662 -0.73411 4.29115
H 2.69366 -1.41875 6.61880
H 1.06589 -1.57472 7.41363
H 1.59000 -0.00492 6.84491
C 4.94751 -4.66864 -0.69408
C 4.31680 -3.36376 -0.17678
C 2.97329 -3.39481 0.48138
O 4.87630 -2.28307 -0.28581
H 6.02718 -4.67745 -0.54466
H 4.69380 -4.86495 -1.73581
H 4.74207 -5.58844 -0.14647
H 2.92948 -4.14774 1.26833
H 2.30396 -3.81847 -0.26736
H 2.66113 -2.38881 0.76179
C -4.40091 -1.59771 -4.43361
C -4.83195 -1.53680 -2.99742
C -4.25395 -0.36380 -2.23779
O -5.69548 -2.22303 -2.51954
H -4.75425 -0.67189 -4.88760
H -4.90351 -2.47545 -4.83989
H -3.32223 -1.70353 -4.54916
H -4.42515 -0.54373 -1.17647
H -4.86392 0.49238 -2.52588
H -3.23012 -0.03707 -2.41974
```